Model i:
Density functional theory data (ωB97M-V/def2-TZVPD) for a single C2H4ClOP molecule.

The orbital gap is 9.2 eV. Its SMILES is C/C=P/OCl. The value obtained for the LUMO energy is -0.15 eV. For the molecular weight, the calculation gives 110.5 g mol⁻¹.

Structure (ORCA input):
```
! wB97M-V def2-TZVPD RIJCOSX def2/J DEFGRID3
* xyz 0 1
C 0.20602 -0.39155 -0.19610
C 0.50630 0.94103 -0.77756
P 2.00545 1.54377 -1.20654
O 1.50525 3.24457 -1.69721
Cl 0.13823 3.49027 -2.63355
H 1.10834 -0.91894 0.10191
H -0.34426 -1.00763 -0.91039
H -0.43728 -0.26930 0.67637
H -0.36022 1.56362 -0.98248
*
```



Model ii:
Density functional theory data (ωB97M-V/def2-TZVPD) for a 2-piece molecular cluster, C2H4ClOP overall.

The orbital gap is 9.2 eV. The value obtained for the LUMO energy is -0.28 eV. For the molecular weight, the calculation gives 110.5 g mol⁻¹.

Structure (ORCA input):
```
! wB97M-V def2-TZVPD RIJCOSX def2/J DEFGRID3
* xyz 0 1
C -1.17038 0.03726 -0.36867
C 0.26171 0.19914 0.13205
O 2.46118 -1.17375 0.88975
P 1.60465 -1.12514 -0.26880
Cl 1.23845 1.37263 -0.62194
H -1.46733 0.98196 -0.75507
H -1.29056 -0.73709 -1.19835
H -1.71834 -0.22108 0.64465
H 0.08063 0.66607 1.54638
*
```



Most favorable first, least favorable last: model ii, model i



Model i:
Density functional theory data (ωB97M-V/def2-TZVPD) for a 5-piece molecular cluster, H12NO4 overall.

The orbital gap is 12.0 eV. The value obtained for the LUMO energy is -3.01 eV. For the molecular weight, the calculation gives 90.1 g mol⁻¹.

Structure (ORCA input):
```
! wB97M-V def2-TZVPD RIJCOSX def2/J DEFGRID3
* xyz 1 1
N 0.39041 1.22682 -0.02628
H 0.65934 1.87569 -0.78393
H -0.44641 1.48415 0.43548
H 0.15823 0.29551 -0.47370
H 1.04899 1.25657 0.75566
H -1.24205 -0.14446 3.33084
H -1.22912 -0.84057 1.88118
O -0.87432 -0.10661 2.41050
H 1.98026 -3.76814 0.38919
H 1.11209 -3.46205 1.47863
O 1.45148 -3.03350 0.69221
H 0.55130 -1.84513 -1.07305
H -0.73503 -1.65912 -2.01072
O -0.32034 -1.35270 -1.22355
H -1.43328 3.74323 -2.15435
H -0.17563 3.60233 -2.59695
O -0.62951 3.35210 -1.75344
*
```



Model ii:
Density functional theory data (ωB97M-V/def2-TZVPD) for a 5-piece molecular cluster, H12NO4 overall.

The orbital gap is 10.7 eV. The value obtained for the LUMO energy is -3.19 eV. For the molecular weight, the calculation gives 90.1 g mol⁻¹.

Structure (ORCA input):
```
! wB97M-V def2-TZVPD RIJCOSX def2/J DEFGRID3
* xyz 1 1
N -0.42676 0.70970 0.48251
H 0.02873 1.50493 0.01103
H -1.11745 0.99184 1.18339
H 0.19271 0.00791 0.89418
H -0.88007 0.25371 -0.31396
H 2.21337 -4.03934 -2.18791
H 3.23871 -3.63276 -3.21088
O 2.72048 -3.27572 -2.48088
H -1.39349 0.42349 4.37833
H -0.53541 -0.52752 3.58486
O -1.09082 0.25300 3.47933
H -1.41632 -1.33921 -2.75015
H -2.48121 -1.31861 -1.60900
O -1.57880 -1.08307 -1.83907
H 1.50480 3.34402 0.26563
H 0.47517 4.34199 -0.01432
O 0.54635 3.38563 0.12691
*
```



Model iii:
Density functional theory data (ωB97M-V/def2-TZVPD) for a 5-piece molecular cluster, H12NO4 overall.

The orbital gap is 12.3 eV. The value obtained for the LUMO energy is -2.80 eV. For the molecular weight, the calculation gives 90.1 g mol⁻¹.

Structure (ORCA input):
```
! wB97M-V def2-TZVPD RIJCOSX def2/J DEFGRID3
* xyz 1 1
N 1.00254 0.46581 -0.74713
H 0.36390 0.46938 0.07708
H 1.52656 -0.41180 -0.74135
H 0.44230 0.52341 -1.61183
H 1.64005 1.25102 -0.65058
H -2.36420 0.44668 4.14745
H -2.34581 -1.04203 3.78828
O -1.79234 -0.25465 3.81836
H 0.93571 -3.11757 -0.88432
H 1.85651 -2.58819 -1.98032
O 1.21881 -2.30230 -1.31098
H -1.33522 1.49071 -3.24081
H 0.05547 1.40589 -3.85866
O -0.41079 1.33258 -3.01902
H 0.10941 1.47505 2.03625
H -0.74049 0.25236 2.44790
O -0.16240 0.60366 1.72970
*
```



Most favorable first, least favorable last: model iii, model ii, model i



Model i:
Density functional theory data (ωB97M-V/def2-TZVPD) for a single C7H15NO molecule.

The orbital gap is 9.3 eV. Its SMILES is C[C@H](CO)[C@@]1(N)C[C@@H]1C. The value obtained for the LUMO energy is 0.90 eV. For the molecular weight, the calculation gives 129.2 g mol⁻¹.

Structure (ORCA input):
```
! wB97M-V def2-TZVPD RIJCOSX def2/J DEFGRID3
* xyz 0 1
C -1.39731 1.55089 -0.03562
C -0.02567 1.01791 -0.43828
C 0.16865 1.06223 -2.03461
O 0.22199 2.37463 -2.53556
C 0.18484 -0.41473 -0.02922
N -0.76195 -1.32140 -0.59937
C 1.58953 -0.88555 0.20216
C 0.75414 -0.62587 1.42759
C 0.27847 -1.77203 2.28210
H -1.49347 2.60664 -0.28616
H -2.19115 1.00617 -0.54268
H -1.53575 1.44829 1.03909
H 0.75527 1.64031 0.00552
H 1.11519 0.59801 -2.31571
H -0.64901 0.49175 -2.49218
H -0.61171 2.81115 -2.33000
H -0.41979 -2.27310 -0.61293
H -1.67221 -1.25768 -0.15862
H 1.81356 -1.91653 -0.04081
H 2.39639 -0.20289 -0.02125
H 1.00545 0.26243 1.99551
H 1.06201 -2.09059 2.97123
H 0.00153 -2.63376 1.67704
H -0.58901 -1.47627 2.87277
*
```



Model ii:
Density functional theory data (ωB97M-V/def2-TZVPD) for C7H15NO as an isolated structure.

The orbital gap is 10.3 eV. The value obtained for the LUMO energy is 0.76 eV. For the molecular weight, the calculation gives 129.2 g mol⁻¹.

Structure (ORCA input):
```
! wB97M-V def2-TZVPD RIJCOSX def2/J DEFGRID3
* xyz 0 1
C 1.62042 -2.03368 0.24069
C 0.72728 1.57837 0.44242
C -0.03229 -0.32145 1.88486
C 1.20909 -0.70409 -0.33961
C 0.19513 0.14053 0.44096
O 1.65644 -0.30967 -1.38662
H 0.15769 0.64182 -3.43705
H 2.18395 -1.86720 1.15776
H 2.25119 -2.55703 -0.47398
H 0.75701 -2.64898 0.48625
H 0.04839 2.25408 0.95380
H 0.88288 1.92347 -0.57632
H 1.68655 1.60626 0.95789
H -0.45902 -1.31975 1.92712
H 0.89686 -0.30900 2.44845
H -0.73021 0.35703 2.37234
C -2.00196 1.22253 -0.42608
C -1.15374 0.00028 -0.28797
N -1.62325 -1.07571 -0.73199
H -1.03923 -1.90298 -0.65202
H -0.59570 0.75927 -3.59840
H -2.16160 1.69588 0.53812
H -2.95870 0.93396 -0.85104
H -1.51722 1.93607 -1.08961
*
```



Most favorable first, least favorable last: model i, model ii



Model i:
Density functional theory data (ωB97M-V/def2-TZVPD) for a single C5H10ClN molecule.

The orbital gap is 10.1 eV. Its SMILES is CC1(C)N[C@H]1CCl. The value obtained for the LUMO energy is 0.83 eV. For the molecular weight, the calculation gives 119.6 g mol⁻¹.

Structure (ORCA input):
```
! wB97M-V def2-TZVPD RIJCOSX def2/J DEFGRID3
* xyz 0 1
C 0.63377 -1.35191 0.33375
C 0.44069 0.10836 0.37074
C 1.14558 0.82482 1.67315
N 0.64043 0.86595 -0.82333
C -0.79539 0.66618 -0.33030
C -1.91893 0.05009 -1.20839
Cl -1.24241 -0.32062 -2.87233
H 1.62520 -1.75791 0.59663
H -0.07022 -1.79482 0.95066
H 0.29770 -1.86575 -0.65736
H 1.14617 1.96455 1.60958
H 2.17467 0.60056 1.45282
H 0.72482 0.56712 2.71261
H 0.81018 0.23272 -1.56623
H -1.01791 1.65926 -0.02279
H -2.77223 0.73240 -1.40280
H -1.82212 -1.18101 -0.81641
*
```



Model ii:
Density functional theory data (ωB97M-V/def2-TZVPD) for a single C5H10ClN molecule.

The orbital gap is 8.5 eV. Its SMILES is C=CN(C)[C@H](C)Cl. The value obtained for the LUMO energy is 0.90 eV. For the molecular weight, the calculation gives 119.6 g mol⁻¹.

Structure (ORCA input):
```
! wB97M-V def2-TZVPD RIJCOSX def2/J DEFGRID3
* xyz 0 1
C 2.20732 -0.24458 1.16187
C 0.92547 -0.02354 0.87636
N 0.28234 -0.35310 -0.28073
C 0.49876 -1.53306 -1.04676
C -1.39431 0.33037 -0.44212
C -1.48710 1.75238 -0.01058
Cl -2.40260 -0.73717 0.52616
H 2.62002 0.10193 2.08925
H 2.87082 -0.76101 0.49166
H 0.32721 0.53617 1.58417
H 0.45163 -1.30514 -2.11534
H 1.49558 -1.90578 -0.81169
H -0.22673 -2.32358 -0.81568
H -1.58146 0.14403 -1.49265
H -1.10180 1.89543 0.99643
H -2.54170 2.03530 -0.01006
H -0.94346 2.39135 -0.70029
*
```



Most favorable first, least favorable last: model ii, model i